(1)
Molecular formula: C27H32N3O8Si2V
Method: DFT, ωB97M-V with the def2-TZVPD basis set

Properties
electronic energy	-90818.7325	eV
HOMO (alpha / beta)	-0.1291 / -0.1269	Eh
2S+1	2
net charge	-1
energy above the lowest of the compared OMol25 structures with the same formula, charge and spin	24.8	kJ/mol

Cartesian coordinates (Å):
V 0.320 0.311 0.744
O 1.261 -2.780 4.201
C 1.214 -1.767 3.292
O 1.922 -1.780 2.319
C 0.283 -0.686 3.648
C -0.091 -0.563 4.951
C -0.864 0.537 5.415
C -1.280 1.408 4.456
C -0.954 1.245 3.097
N -0.046 0.233 2.636
C -1.567 1.932 2.049
O -2.317 3.053 2.223
O -1.420 1.520 0.877
H 1.919 -3.393 3.842
H 0.237 -1.324 5.644
H -1.138 0.635 6.454
H -1.938 2.226 4.735
H -2.151 3.403 3.104
C 3.543 1.404 1.355
Si 3.371 0.339 -0.181
C 3.600 1.362 -1.739
C 4.886 -0.791 -0.083
N 1.838 -0.498 -0.176
C 1.606 -1.838 -0.474
C 2.529 -2.740 -1.001
C 2.222 -4.088 -1.146
C 0.978 -4.556 -0.762
C 0.023 -3.659 -0.297
C 0.290 -2.293 -0.212
N -0.629 -1.308 0.163
Si -2.336 -1.685 0.089
C -3.473 -0.200 0.113
C -2.852 -2.751 1.559
C -2.764 -2.537 -1.541
H 4.526 1.884 1.347
H 3.492 0.758 2.236
H 2.787 2.182 1.447
H 4.595 1.816 -1.748
H 2.864 2.158 -1.846
H 3.525 0.711 -2.615
H 5.720 -0.160 0.240
H 5.172 -1.242 -1.033
H 4.760 -1.585 0.654
H 3.510 -2.398 -1.287
H 2.969 -4.765 -1.543
H 0.735 -5.610 -0.831
H -0.945 -4.037 0.000
H -3.577 0.247 1.100
H -4.457 -0.570 -0.196
H -3.168 0.588 -0.575
H -2.517 -2.261 2.478
H -2.423 -3.753 1.546
H -3.940 -2.848 1.610
H -2.464 -1.884 -2.365
H -3.849 -2.656 -1.600
H -2.302 -3.507 -1.707
O 0.854 4.119 -0.397
C 0.517 2.992 -0.711
O 0.856 1.926 -0.053
C -0.319 2.739 -1.939
C -0.510 1.460 -2.442
C -1.291 1.231 -3.579
C -1.859 2.332 -4.168
O -2.668 2.381 -5.279
C -2.991 3.755 -5.468
O -2.348 4.517 -4.457
C -1.665 3.609 -3.673
C -0.899 3.852 -2.566
H -0.037 0.613 -1.959
H -1.440 0.235 -3.972
H -4.074 3.882 -5.385
H -2.628 4.075 -6.449
H -0.734 4.842 -2.165

Atoms 1-2, force components in eV/Å:
-0.9431 -0.3395 0.2754
0.0018 0.0057 -0.0218

Computed Löwdin charges, given in elementary charges: atom 1 (V): 1.0205, atom 2 (O): 0.0836, atom 3 (C): -0.4600, atom 4 (O): 0.1109, atom 5 (C): -0.1813, atom 6 (C): -0.0192, atom 7 (C): -0.0946, atom 8 (C): -0.0399, atom 9 (C): -0.1900, atom 10 (N): 0.0010, atom 11 (C): -0.4717, atom 12 (O): 0.1108, atom 13 (O): -0.0557, atom 14 (H): 0.1224, atom 15 (H): 0.1108, atom 16 (H): 0.0876, atom 17 (H): 0.1089, atom 18 (H): 0.0924, atom 19 (C): -0.1656, atom 20 (Si): 0.4315, atom 21 (C): -0.1558, atom 22 (C): -0.1866, atom 23 (N): -0.1609, atom 24 (C): -0.3117, atom 25 (C): -0.0529, atom 26 (C): -0.1257, atom 27 (C): -0.1268, atom 28 (C): -0.0769, atom 29 (C): -0.3184, atom 30 (N): -0.1404, atom 31 (Si): 0.4321, atom 32 (C): -0.1696, atom 33 (C): -0.1651, atom 34 (C): -0.1649, atom 35 (H): 0.0271, atom 36 (H): 0.0277, atom 37 (H): 0.0195, atom 38 (H): 0.0263, atom 39 (H): 0.0167, atom 40 (H): 0.0293, atom 41 (H): 0.0239, atom 42 (H): 0.0163, atom 43 (H): 0.0325, atom 44 (H): 0.0688, atom 45 (H): 0.0861, atom 46 (H): 0.0858, atom 47 (H): 0.0685, atom 48 (H): 0.0272, atom 49 (H): 0.0307, atom 50 (H): 0.0285, atom 51 (H): 0.0242, atom 52 (H): 0.0137, atom 53 (H): 0.0238, atom 54 (H): 0.0232, atom 55 (H): 0.0246, atom 56 (H): 0.0150, atom 57 (O): 0.0702, atom 58 (C): -0.5661, atom 59 (O): -0.1959, atom 60 (C): -0.1153, atom 61 (C): -0.0071, atom 62 (C): 0.0245, atom 63 (C): -0.2115, atom 64 (O): 0.0215, atom 65 (C): -0.1531, atom 66 (O): 0.0203, atom 67 (C): -0.1970, atom 68 (C): 0.0804, atom 69 (H): 0.1013, atom 70 (H): 0.1161, atom 71 (H): 0.1316, atom 72 (H): 0.1311, atom 73 (H): 0.1307

***

(2)
Molecular formula: CH2N2P2
Method: DFT, ωB97M-V with the def2-TZVPD basis set

Properties
electronic energy	-22622.6891	eV
HOMO	-0.3353	Eh
structure (SMILES)	N#[PH]N=C=P
energy above the lowest of the compared OMol25 structures with the same formula, charge and spin	411.8	kJ/mol

Cartesian coordinates (Å):
N 1.630 -1.549 0.081
P 1.584 -0.099 -0.156
N 0.142 0.732 -0.719
C -0.991 0.275 -0.486
P -2.239 -0.631 0.054
H 2.267 1.157 0.046
H -2.393 0.115 1.179

Atoms 1-2, force components in eV/Å:
0.8213 -1.2522 0.3420
-1.8207 2.6174 -0.5264

Computed Löwdin charges, given in elementary charges: atom 1 (N): -0.3294, atom 2 (P): 0.6407, atom 3 (N): -0.2185, atom 4 (C): -0.6847, atom 5 (P): 0.7789, atom 6 (H): -0.0150, atom 7 (H): -0.1719

***

Please write out number 2 again, unchanged.
Molecular formula: CH2N2P2
Method: DFT, ωB97M-V with the def2-TZVPD basis set

Properties
electronic energy	-22622.6891	eV
HOMO	-0.3353	Eh
structure (SMILES)	N#[PH]N=C=P
energy above the lowest of the compared OMol25 structures with the same formula, charge and spin	411.8	kJ/mol

Cartesian coordinates (Å):
N 1.630 -1.549 0.081
P 1.584 -0.099 -0.156
N 0.142 0.732 -0.719
C -0.991 0.275 -0.486
P -2.239 -0.631 0.054
H 2.267 1.157 0.046
H -2.393 0.115 1.179

Atoms 1-2, force components in eV/Å:
0.8213 -1.2522 0.3420
-1.8207 2.6174 -0.5264

Computed Löwdin charges, given in elementary charges: atom 1 (N): -0.3294, atom 2 (P): 0.6407, atom 3 (N): -0.2185, atom 4 (C): -0.6847, atom 5 (P): 0.7789, atom 6 (H): -0.0150, atom 7 (H): -0.1719

***

Copy entry 2 word for word.
Molecular formula: CH2N2P2
Method: DFT, ωB97M-V with the def2-TZVPD basis set

Properties
electronic energy	-22622.6891	eV
HOMO	-0.3353	Eh
structure (SMILES)	N#[PH]N=C=P
energy above the lowest of the compared OMol25 structures with the same formula, charge and spin	411.8	kJ/mol

Cartesian coordinates (Å):
N 1.630 -1.549 0.081
P 1.584 -0.099 -0.156
N 0.142 0.732 -0.719
C -0.991 0.275 -0.486
P -2.239 -0.631 0.054
H 2.267 1.157 0.046
H -2.393 0.115 1.179

Atoms 1-2, force components in eV/Å:
0.8213 -1.2522 0.3420
-1.8207 2.6174 -0.5264

Computed Löwdin charges, given in elementary charges: atom 1 (N): -0.3294, atom 2 (P): 0.6407, atom 3 (N): -0.2185, atom 4 (C): -0.6847, atom 5 (P): 0.7789, atom 6 (H): -0.0150, atom 7 (H): -0.1719

***

- Among the records above, which one has the highest electronic energy?
  CH2N2P2

***

- Which of these has the highest energy above the lowest of the compared OMol25 structures with the same formula, charge and spin?
  CH2N2P2